No. 1
Entry from the Open Molecules 2025 dataset: a structure of composition C33H33F5N4O2PtS3 in a non-equilibrium geometry (the ωB97M-V functional and the def2-TZVPD basis).

## Properties
* total charge: 0
* frontier orbital gap: 7.57 eV
* highest occupied orbital energy: -7.61 eV
* LUMO level: -0.036 eV
* total energy: -3459.960106 hartree

Last column: Mulliken charge in e.
Cartesian coordinates (Å):
Pt  -0.28060  -0.66480  0.07400  0.901
C  1.75340  4.12510  0.13290  -1.487
C  1.06310  2.96890  -0.54970  0.804
O  1.50840  1.83530  -0.49890  -0.605
N  -0.07130  3.25870  -1.21310  -0.117
C  -0.92890  2.16820  -1.65280  -1.183
C  -1.87140  1.80390  -0.53200  0.926
C  -3.21460  2.13520  -0.58470  -0.669
C  -4.01580  1.89620  0.51860  -0.232
C  -3.42630  1.36330  1.65680  -0.843
C  -2.08510  1.03930  1.62010  -0.273
N  -1.31350  1.23270  0.54700  -0.491
H  2.78820  3.86050  0.33730  0.354
H  1.25310  4.30450  1.08450  0.292
H  1.72040  5.03520  -0.45920  0.427
H  -0.47650  4.18020  -1.13820  0.249
H  -0.27530  1.31430  -1.87560  0.153
H  -1.47090  2.46260  -2.55020  0.481
H  -3.62580  2.55760  -1.48810  0.511
H  -5.07200  2.11030  0.48840  0.408
H  -4.00760  1.18790  2.54660  0.435
H  -1.58760  0.60990  2.48160  0.456
C  4.25570  -3.34710  0.19320  -0.728
C  4.21110  -2.62070  1.54520  -0.905
N  2.94470  -1.96010  1.79410  0.591
C  2.08780  -2.50500  2.82820  -0.406
C  2.61620  -2.14510  4.21830  -1.338
C  2.62550  -0.78950  1.20790  0.741
C  3.67920  -0.09480  0.39230  -1.598
N  1.44800  -0.24370  1.37930  -0.748
H  3.97010  -4.39050  0.29300  0.350
H  5.25610  -3.30990  -0.22990  0.363
H  3.56940  -2.88180  -0.50600  -0.129
H  5.02610  -1.89480  1.61160  0.436
H  4.37050  -3.34660  2.34090  0.494
H  2.02130  -3.58910  2.71560  0.399
H  1.09420  -2.07400  2.70120  0.057
H  3.61460  -2.54670  4.37830  0.343
H  1.95750  -2.55040  4.98060  0.449
H  2.66140  -1.06480  4.33610  0.294
H  4.44230  0.33200  1.04360  0.322
H  3.21290  0.70480  -0.17220  0.344
H  4.15980  -0.76260  -0.31140  0.304
H  1.45780  0.71660  1.03760  0.476
O  -2.39910  -1.03340  -0.34940  -0.498
C  -3.37650  -1.98450  -0.44650  2.781
C  -2.91320  -3.41400  -0.65010  -0.004
C  -3.13440  -4.52030  0.11060  -0.345
C  -2.62830  -5.70470  -0.47630  -0.862
C  -2.05560  -5.48720  -1.68580  -0.713
S  -2.12070  -3.82580  -2.13890  -0.154
C  -4.25280  -1.89320  0.79040  -0.941
C  -3.87610  -2.05900  2.08840  -0.288
C  -4.93710  -1.86060  3.00040  -0.931
C  -6.10140  -1.53710  2.38430  -0.510
S  -5.92040  -1.44880  0.67700  -0.081
C  -4.20810  -1.65080  -1.66990  -0.957
C  -5.30990  -2.25570  -2.19130  -0.585
C  -5.80070  -1.58210  -3.33330  -0.946
C  -5.04460  -0.50400  -3.66170  -0.609
S  -3.72060  -0.27950  -2.58370  0.009
H  -3.63460  -4.50860  1.06360  0.581
H  -2.69130  -6.67090  -0.00670  0.463
H  -1.59950  -6.19560  -2.35040  0.561
H  -2.87690  -2.33680  2.37000  0.635
H  -4.83690  -1.97710  4.06320  0.422
H  -7.06400  -1.34410  2.81330  0.486
H  -5.75470  -3.14310  -1.77530  0.606
H  -6.68760  -1.88480  -3.86280  0.442
H  -5.17340  0.18850  -4.46960  0.500
F  1.61770  -1.92180  -2.50840  -0.454
C  1.20000  -2.88580  -1.65970  0.335
C  0.47890  -2.52740  -0.52750  -0.950
C  0.12650  -3.58360  0.30200  1.719
F  -0.57520  -3.30340  1.42530  -0.509
C  0.44840  -4.90940  0.05600  0.193
F  0.08500  -5.88250  0.90730  -0.462
C  1.16090  -5.22130  -1.09490  0.382
F  1.48430  -6.49360  -1.37660  -0.424
C  1.53220  -4.20320  -1.96170  0.916
F  2.22090  -4.50760  -3.07480  -0.411

No. 2
Entry from the Open Molecules 2025 dataset: a structure of composition C33H33IrN6O6S in a non-equilibrium geometry (the ωB97M-V functional and the def2-TZVPD basis).

## Properties
* total charge: +2
* relative energy (zero: lowest compared OMol25 entry of this formula, charge and spin): 0.129 eV
* frontier orbital gap: 5.52 eV
* highest occupied orbital energy: -13.06 eV
* LUMO level: -7.539 eV
* total energy: -2559.335444 hartree

Last column: Mulliken charge in e.
Cartesian coordinates (Å):
Ir  0.71219  0.74021  0.29523  1.138
O  -2.74231  -0.07902  6.12480  -0.504
C  -1.41901  -0.53721  6.04076  -0.646
C  -0.82401  -0.09612  4.73970  0.239
C  0.42196  -0.56468  4.32622  -1.146
C  0.89625  -0.18543  3.09005  -0.174
N  0.20942  0.63245  2.27821  -0.153
C  -0.96395  1.13808  2.68158  0.109
C  -1.50952  0.77520  3.90066  -0.566
C  -1.60916  2.07072  1.74590  0.591
C  -2.70093  2.84833  2.09073  -0.529
C  -3.27248  3.69610  1.14720  0.181
C  -4.46866  4.52601  1.49943  -0.602
O  -4.72841  4.40768  2.87372  -0.502
C  -2.70854  3.73956  -0.12420  -1.118
C  -1.61033  2.95027  -0.39722  -0.268
N  -1.07296  2.14208  0.51240  -0.038
H  -3.12679  -0.34414  6.96618  0.331
H  -1.36375  -1.63247  6.08844  0.372
H  -0.79933  -0.14683  6.85929  0.371
H  1.00763  -1.22833  4.94730  0.521
H  1.83442  -0.57005  2.71327  0.646
H  -2.47931  1.13349  4.20998  0.621
H  -3.12613  2.83211  3.08241  0.628
H  -5.32054  4.17202  0.90304  0.356
H  -4.28149  5.56678  1.20718  0.366
H  -5.49414  4.93905  3.11146  0.331
H  -3.11488  4.38557  -0.88970  0.515
H  -1.14415  2.96194  -1.37383  0.565
C  -0.97290  0.84958  -5.12700  -0.585
C  -1.40365  0.26096  -3.94250  -0.992
C  -0.68273  0.41543  -2.77759  0.279
C  0.50198  1.16596  -2.78642  0.248
C  0.92464  1.78005  -3.98545  -0.415
C  0.19350  1.61282  -5.13712  -0.703
N  1.23682  1.31536  -1.62301  1.064
N  2.34794  1.91921  -1.69747  -0.786
C  2.91881  2.33691  -0.54480  0.315
C  4.08393  3.10836  -0.56663  -0.617
C  4.65915  3.48778  0.62493  -0.286
C  4.07541  3.07214  1.82016  -0.893
C  2.92661  2.31085  1.77751  0.109
N  2.33453  1.96456  0.63301  -0.051
H  -1.54221  0.72330  -6.03724  0.459
H  -2.31710  -0.31691  -3.93430  0.485
H  -1.02333  -0.03352  -1.85291  0.442
H  1.83073  2.36562  -3.96958  0.511
H  0.53390  2.08112  -6.05016  0.458
H  4.49247  3.39139  -1.52541  0.535
H  5.55147  4.09705  0.63993  0.455
H  4.51348  3.33336  2.77156  0.459
H  2.46726  1.96950  2.69470  0.468
C  3.77945  -2.12251  -3.62905  -1.483
C  2.61634  -2.91278  -3.11025  0.810
C  1.33692  -2.72754  -3.63979  -0.581
C  0.25470  -3.42438  -3.13444  -0.787
C  0.45738  -4.32071  -2.09501  0.157
C  1.71364  -4.52739  -1.55357  -0.356
C  2.79244  -3.83161  -2.07510  -0.641
S  -0.95727  -5.17854  -1.44669  1.194
O  -0.56160  -5.94968  -0.31042  -0.633
O  -1.73505  -5.71853  -2.51016  -0.712
N  -1.83487  -3.86443  -0.86998  -0.151
C  -1.82201  -3.51091  0.53403  -1.147
C  -0.42519  -3.12352  1.01423  -0.548
C  0.08635  -1.80926  0.48826  1.475
O  -0.71105  -0.90260  0.09539  -1.040
O  1.31921  -1.56329  0.52719  -0.811
H  3.58293  -1.73881  -4.62848  0.383
H  4.68736  -2.72352  -3.64426  0.439
H  3.97270  -1.27110  -2.97035  0.220
H  1.19591  -2.02922  -4.45601  0.381
H  -0.73637  -3.31102  -3.55291  0.454
H  1.84227  -5.25252  -0.76068  0.564
H  3.78495  -3.99982  -1.67738  0.455
H  -2.68623  -3.68750  -1.37917  0.279
H  -2.12504  -4.37015  1.14337  0.365
H  -2.52070  -2.69051  0.69334  0.495
H  0.30021  -3.90195  0.78918  0.331
H  -0.45919  -3.02044  2.10430  0.295